Run 1
This record from the Open Molecules 2025 dataset describes a cluster of 2 separate species, C2H8OS2 in total. The level of theory is ωB97M-V with the def2-TZVPD basis set.

```
13
C2H8OS2 (ωB97M-V with the def2-TZVPD basis set)
C 1.398 1.025 0.660
S 0.067 2.237 1.129
S -1.512 0.877 0.478
C -2.035 1.916 -0.997
H 2.112 1.391 -0.091
H 2.022 0.937 1.570
H 0.998 0.004 0.454
H -3.124 1.830 -0.995
H -1.598 2.894 -0.974
H -1.632 1.315 -1.804
H 0.649 -4.283 -0.182
H 1.229 -5.539 0.460
O 1.427 -4.604 0.291
```

The SMILES is CSSC.O. The calculation puts the highest occupied orbital energy at -8.56 eV. Its charge is 0.

Run 2
This record from the Open Molecules 2025 dataset describes a cluster of 2 separate species, C2H8OS2 in total. The level of theory is ωB97M-V with the def2-TZVPD basis set.

```
13
C2H8OS2 (ωB97M-V with the def2-TZVPD basis set)
S -2.463 -2.413 3.783
S -1.011 -1.482 2.811
H -3.082 -3.168 2.810
H -1.331 -0.192 2.633
C 1.201 1.326 -1.313
O 0.888 1.310 -2.672
C 0.549 0.021 -0.825
H 0.609 2.208 -0.706
H 2.318 1.327 -1.168
H 1.013 2.224 -3.140
H 1.292 -0.618 -0.194
H 0.468 -0.692 -1.652
H -0.451 0.150 -0.367
```

The SMILES is CCO.SS. The calculation puts the highest occupied orbital energy at -9.43 eV. Its charge is 0.

Most stable of them? run 1.

Run 1
This record from the Open Molecules 2025 dataset describes an isolated molecule of C7H8N4. The level of theory is ωB97M-V with the def2-TZVPD basis set.

```
19
C7H8N4 (ωB97M-V with the def2-TZVPD basis set)
C -2.828 -0.478 -1.533
C -1.858 -1.187 -1.350
C -0.656 -2.133 -1.086
C 0.507 -1.432 -0.267
C 0.947 -0.002 -0.813
C 0.838 1.002 0.426
N 1.922 1.003 1.249
N 1.816 1.793 2.294
C 0.637 2.474 2.371
N -0.433 2.503 1.524
N -0.323 1.712 0.480
H -3.610 0.245 -1.844
H -1.058 -2.973 -0.428
H -0.275 -2.657 -2.018
H 0.128 -1.320 0.801
H 1.427 -2.080 -0.207
H 0.289 0.391 -1.651
H 2.002 0.009 -1.240
H 0.527 3.128 3.292
```

The SMILES is C#CCCCc1nncnn1. The calculation puts the highest occupied orbital energy at -9.77 eV. Its charge is 0.

Run 2
This record from the Open Molecules 2025 dataset describes an isolated molecule of C7H8N4. The level of theory is ωB97M-V with the def2-TZVPD basis set.

```
19
C7H8N4 (ωB97M-V with the def2-TZVPD basis set)
C -2.503 1.566 0.057
C -3.619 0.836 -0.107
C -1.411 0.661 0.348
C -2.004 -0.697 0.361
C 2.828 0.065 -0.716
C 3.388 0.054 0.705
C 2.009 0.440 0.446
N -0.214 1.100 0.485
N 0.875 0.633 0.924
N -3.339 -0.505 0.058
N -1.417 -1.798 0.597
H -2.398 2.629 -0.006
H -4.620 1.157 -0.329
H 3.168 0.831 -1.397
H 2.616 -0.885 -1.185
H 3.580 -0.900 1.176
H 4.104 0.817 0.975
H -4.017 -1.243 -0.028
H -2.028 -2.611 0.554
```

The SMILES is [H]/N=C1\NC=C\C1=N\N=C1CC1. The calculation puts the highest occupied orbital energy at -7.48 eV. Its charge is 0.

Most stable of them? run 2.

Run 1
This record from the Open Molecules 2025 dataset describes a cluster of 2 separate species, C4H8FIO in total. The level of theory is ωB97M-V with the def2-TZVPD basis set.

```
15
C4H8FIO (ωB97M-V with the def2-TZVPD basis set)
C -1.559 -0.663 -0.298
C 0.303 1.882 0.351
C -0.133 -0.605 0.324
C 0.639 0.532 -0.303
O 1.178 -2.538 -0.380
F 0.478 0.734 -1.629
I 2.847 0.249 0.162
H -2.247 -0.150 0.428
H -1.550 -0.140 -1.227
H -1.748 -1.708 -0.309
H -0.662 2.046 0.092
H 0.953 2.504 -0.228
H 0.378 2.055 1.467
H 0.213 -0.992 1.308
H 0.909 -3.205 0.241
```

The calculation puts the highest occupied orbital energy (spin up / spin down) at -8.96 / -8.93 eV. Its charge is 0.

Run 2
This record from the Open Molecules 2025 dataset describes a cluster of 2 separate species, C4H8FIO in total. The level of theory is ωB97M-V with the def2-TZVPD basis set.

```
15
C4H8FIO (ωB97M-V with the def2-TZVPD basis set)
C 0.750 0.883 -0.929
C -1.398 -1.282 0.794
C 0.754 0.066 0.272
C -0.380 -0.148 1.194
O 2.183 1.167 1.365
F -1.179 0.969 1.395
I 0.326 -0.674 3.243
H 1.634 0.970 -1.460
H 0.020 0.352 -1.610
H 0.340 1.965 -0.785
H -2.273 -1.356 1.376
H -0.756 -2.194 1.022
H -1.691 -1.062 -0.159
H 1.372 -0.740 0.269
H 1.750 1.936 1.594
```

The calculation puts the highest occupied orbital energy at -9.11 eV. Its charge is 0.

Most stable of them? run 2.